Computed, not measured: a molecular structure, C46H40ClN6O8P2STi, with the ωB97M-V functional and the def2-TZVPD basis.

Structure (XYZ):
```
105
Properties=species:S:1:pos:R:3:mulliken_charge:R:1
Ti -1.8448 0.8284 -0.0163 -0.21
N -4.1305 3.2903 -2.9958 -0.34
C -3.7062 2.4837 -2.0164 0.55
S -2.1362 2.7955 -1.3337 -0.24
N -4.4991 1.5334 -1.6092 -1.91
N -3.9739 0.7954 -0.6167 1.42
C -4.7275 -0.1007 -0.0999 -0.63
C -4.2231 -0.8067 1.0603 0.71
C -4.9427 -1.7953 1.7041 -1.19
C -4.4353 -2.3402 2.8737 -0.71
C -3.2454 -1.8488 3.3745 -1.44
C -2.5794 -0.8619 2.6649 0.01
N -3.0316 -0.3720 1.5125 1.17
H -3.5894 4.0943 -3.2568 0.22
H -5.0855 3.2199 -3.3050 0.26
H -5.7400 -0.2381 -0.4622 0.53
H -5.8945 -2.1128 1.3008 0.58
H -4.9781 -3.1170 3.3954 0.48
H -2.8284 -2.2056 4.3053 0.61
H -1.6804 -0.4231 3.0629 0.53
C 1.8290 0.1002 -0.8569 -2.82
N 2.6686 0.5689 0.2051 1.93
C 2.0485 1.0100 1.4296 -2.98
P 0.5267 0.0201 1.8212 2.43
C 1.1515 -1.6913 1.8668 0.11
C 0.2524 -2.7336 1.6470 0.60
C 0.6730 -4.0560 1.7004 -0.83
C 2.0051 -4.3418 1.9608 -0.72
C 2.9101 -3.3084 2.1753 -0.87
C 2.4881 -1.9890 2.1342 -0.92
C 0.4142 0.4719 3.5897 0.73
C 0.3051 -0.4976 4.5862 -0.06
C 0.2215 -0.1232 5.9195 -0.87
C 0.2490 1.2178 6.2722 -0.74
C 0.3537 2.1886 5.2862 -0.79
C 0.4277 1.8204 3.9530 -0.95
C 4.0639 0.5518 0.0866 0.50
C 4.7089 -0.3799 -0.7288 -0.39
C 6.0917 -0.3761 -0.8379 -0.86
C 6.8574 0.5355 -0.1271 -0.56
C 6.2202 1.4557 0.6933 -0.87
C 4.8377 1.4745 0.7951 -0.36
P 0.4546 1.3035 -1.2671 0.82
C 1.2686 2.9129 -1.0840 1.35
C 0.7656 3.9057 -0.2471 0.03
C 1.4657 5.0941 -0.0901 -0.95
C 2.6664 5.2885 -0.7557 -0.74
C 3.1735 4.2964 -1.5872 -0.85
C 2.4766 3.1121 -1.7536 -0.90
C 0.3289 1.0526 -3.0627 1.08
C 0.5004 -0.2255 -3.5967 -0.22
C 0.3737 -0.4387 -4.9589 -0.92
C 0.0772 0.6238 -5.8029 -0.75
C -0.0863 1.8970 -5.2789 -0.87
C 0.0356 2.1131 -3.9131 -0.53
H 1.3739 -0.8807 -0.6602 0.10
H 2.4235 0.0172 -1.7642 1.41
H 1.7427 2.0624 1.3979 0.52
H 2.7533 0.9071 2.2542 1.22
H -0.7807 -2.5013 1.4250 -0.08
H -0.0379 -4.8556 1.5312 0.52
H 2.3404 -5.3699 1.9959 0.42
H 3.9499 -3.5307 2.3764 0.47
H 3.2062 -1.1979 2.3086 0.39
H 0.3046 -1.5484 4.3200 0.56
H 0.1445 -0.8844 6.6851 0.47
H 0.1879 1.5071 7.3127 0.41
H 0.3649 3.2370 5.5529 0.48
H 0.4809 2.5918 3.1953 0.33
H 4.1382 -1.1326 -1.2577 0.46
H 6.5726 -1.1094 -1.4723 0.43
H 7.9354 0.5283 -0.2094 0.41
H 6.7997 2.1809 1.2495 0.43
H 4.3576 2.2286 1.4061 0.46
H -0.1617 3.7546 0.2893 0.14
H 1.0694 5.8667 0.5556 0.52
H 3.2111 6.2143 -0.6259 0.43
H 4.1126 4.4449 -2.1033 0.48
H 2.8754 2.3413 -2.4031 0.43
H 0.7235 -1.0673 -2.9509 0.34
H 0.5120 -1.4334 -5.3626 0.51
H -0.0185 0.4597 -6.8679 0.43
H -0.3030 2.7299 -5.9347 0.47
H -0.0831 3.1111 -3.5123 0.47
O -2.1740 4.1025 2.5471 -0.69
Cl -2.5842 2.7698 2.3174 2.20
O -2.6799 1.9990 3.5048 -0.65
O -3.7664 2.6696 1.5230 -0.66
O -1.4493 2.1316 1.4910 -0.57
O -2.1446 -0.0525 -2.2199 -0.82
C -1.8669 -1.1270 -1.6766 0.74
O -1.3470 -1.0938 -0.4927 0.61
C -2.1378 -2.4330 -2.3161 0.40
C -2.6388 -2.4834 -3.6139 -0.71
C -2.8732 -3.7101 -4.2152 -1.01
C -2.6037 -4.8860 -3.5290 -0.54
C -2.1012 -4.8088 -2.2413 -0.35
C -1.8639 -3.6015 -1.6206 -0.07
N -1.7929 -6.0486 -1.5075 1.01
O -2.0050 -7.0981 -2.0715 -0.61
O -1.3636 -5.9337 -0.3748 -0.58
H -2.8360 -1.5548 -4.1340 0.54
H -3.2638 -3.7548 -5.2221 0.46
H -2.7739 -5.8553 -3.9749 0.53
H -1.4616 -3.5748 -0.6197 0.48
```

total charge	+1
frontier orbital gap	5.87	eV


Computed, not measured: a gas-phase ion, C5H12NO (charge -1) in a non-equilibrium geometry, with the ωB97M-V functional and the def2-TZVPD basis.

Structure (XYZ):
```
19
Properties=species:S:1:pos:R:3:mulliken_charge:R:1
C -2.8280 -0.5040 -0.1892 -1.26
C -1.5347 0.2225 0.2340 -0.39
N -0.3840 -0.6693 0.2240 -0.33
C 0.7411 -0.2283 1.0435 -0.63
C 1.7325 0.6578 0.2842 -0.52
C 2.3057 0.0271 -1.0491 -0.26
O 3.6151 0.1002 -1.1712 -0.87
H -2.8086 -0.7965 -1.2370 0.29
H -2.8816 -1.4057 0.4051 0.33
H -3.6547 0.1750 -0.0072 0.37
H -1.6908 0.6175 1.2339 0.43
H -1.4127 1.1030 -0.4027 0.28
H -0.0935 -0.7077 -0.7469 0.28
H 0.3165 0.4059 1.8303 0.27
H 1.2580 -1.0356 1.5662 0.27
H 1.1818 1.5880 0.0993 0.26
H 2.6078 0.9396 0.8569 0.36
H 1.8295 -1.0064 -1.0864 0.03
H 1.7008 0.5170 -1.8877 0.09
```

total charge	-1
SMILES	CCNCCC[O-]
frontier orbital gap	5.91	eV


Computed, not measured: 2 unconnected molecules or ions with the total composition Cl2HNS in a non-equilibrium geometry, with the ωB97M-V functional and the def2-TZVPD basis.

Structure (XYZ):
```
5
Properties=species:S:1:pos:R:3:mulliken_charge:R:1
S 2.6234 -1.7090 -0.5249 0.09
N 2.3747 -0.5148 0.3338 -0.04
Cl 3.2782 0.9892 0.0429 -0.05
Cl -0.1056 1.1150 -0.3263 -0.27
H -0.1189 2.4870 -0.0089 0.27
```

total charge	0
SMILES	S=NCl.Cl
frontier orbital gap	7.59	eV